(1)
{"formula": "C4H11NO2", "method": "ωB97M-V/def2-TZVPD", "symbols": ["O", "C", "C", "C", "C", "N", "H", "H", "H", "H", "H", "H", "H", "H", "H", "H", "H", "O"], "xyz": [[0.20706, -1.74371, 1.58202], [0.76492, -1.64956, 0.52474], [0.72680, -0.41712, -0.39037], [-0.69752, 0.09551, -0.62919], [-0.68913, 1.61196, -0.85572], [1.28092, -0.89501, -1.68775], [1.09593, -2.53747, -0.05578], [1.34056, 0.39756, -0.00135], [-1.37607, -0.19074, 0.17835], [-1.10940, -0.41560, -1.50292], [-1.49672, 2.01787, -1.45929], [-0.79425, 2.13606, 0.10197], [0.27171, 1.94601, -1.25127], [1.42272, -0.09751, -2.29709], [2.19008, -1.28038, -1.51007], [-1.35882, 1.04446, 2.95377], [-0.73723, -0.32384, 2.81352], [-1.04155, 0.30153, 3.48642]], "forces_ev_per_a": [[0.424, 0.138, 0.377], [-1.408, 0.170, -1.241], [0.312, -0.571, -0.604], [-0.385, 0.137, -0.187], [-0.023, 0.378, 0.818], [-0.446, 0.442, 0.496], [0.479, -0.137, 0.559], [-0.019, -0.016, 0.495], [0.212, 0.207, 0.179], [0.265, -0.048, -0.060], [-0.025, -0.312, -0.295], [0.146, -0.112, -0.002], [-0.115, -0.010, -0.289], [-0.045, -0.050, -0.115], [0.573, -0.175, -0.099], [0.029, -0.113, 0.312], [0.139, -0.204, 0.142], [-0.114, 0.274, -0.484]], "total_charge": 0, "de_lowest_kj_mol": 134.9, "smiles": "CC[C@H](N)C=O.O", "homo_energy_ev": -10.25, "gap_ev": 10.89}


(2)
{"formula": "C6H13NO", "method": "ωB97M-V/def2-TZVPD", "symbols": ["O", "C", "N", "C", "C", "C", "C", "C", "H", "H", "H", "H", "H", "H", "H", "H", "H", "H", "H", "H", "H"], "xyz": [[-0.05012, 0.41960, 2.29005], [-0.61887, -0.65696, 2.00113], [-0.97989, -1.14686, 0.81639], [-0.65201, -0.38114, -0.39381], [0.91922, -0.33312, -0.69620], [1.33651, 0.97910, -1.37694], [1.15340, 2.22031, -0.51748], [-1.38730, -1.14759, -1.51689], [-0.88438, -1.35610, 2.84887], [0.24203, -2.32357, -0.13735], [-1.00876, 0.69386, -0.32255], [1.30325, -0.72818, 0.28657], [1.05897, -1.22929, -1.38019], [0.71459, 1.06846, -2.26998], [2.42544, 0.92507, -1.64924], [2.00018, 2.31500, 0.23425], [0.15344, 2.11542, -0.11228], [1.22039, 3.25556, -1.01012], [-1.10699, -0.74888, -2.50955], [-2.44196, -1.20583, -1.43475], [-0.92169, -2.19391, -1.57760]], "forces_ev_per_a": [[-1.452, -1.740, -1.251], [2.066, 1.073, 3.627], [1.531, -1.231, -4.074], [-0.306, 0.344, -0.669], [-2.042, -1.343, 0.863], [1.779, -0.107, -0.053], [1.083, 1.442, 0.364], [2.540, -0.043, -0.912], [0.211, 0.498, -0.666], [-1.854, 1.098, 2.167], [0.073, -1.332, 0.121], [0.609, 1.445, -0.829], [0.012, 0.791, 0.205], [0.244, -0.097, -0.187], [-1.037, -0.129, -0.229], [-1.479, -0.495, -0.332], [0.224, 0.609, 0.851], [-0.242, -1.760, -0.053], [-0.300, 0.164, 0.342], [-0.924, -0.104, 0.302], [-0.737, 0.919, 0.413]], "total_charge": 0, "de_lowest_kj_mol": 597.6, "homo_energy_ev": -9.74, "gap_ev": 7.49}


(3)
{"formula": "C62H64GeN5Sn", "method": "ωB97M-V/def2-TZVPD", "symbols": ["Sn", "C", "C", "C", "C", "C", "C", "C", "C", "C", "C", "C", "C", "C", "C", "C", "C", "N", "C", "C", "C", "N", "C", "C", "C", "N", "C", "C", "C", "C", "C", "C", "C", "C", "C", "C", "C", "C", "N", "C", "C", "H", "H", "H", "H", "H", "H", "H", "H", "H", "H", "H", "H", "H", "H", "H", "H", "H", "H", "H", "H", "H", "H", "H", "H", "H", "H", "H", "H", "H", "H", "H", "H", "H", "H", "H", "H", "H", "H", "H", "H", "H", "H", "H", "H", "N", "C", "C", "C", "C", "C", "C", "C", "H", "H", "H", "H", "H", "C", "Ge", "C", "C", "C", "C", "C", "C", "C", "C", "C", "C", "C", "C", "C", "C", "C", "C", "C", "C", "H", "H", "H", "H", "H", "H", "H", "H", "H", "H", "H", "H", "H", "H", "H"], "xyz": [[0.36647, 0.02202, -0.00095], [2.43495, 2.88000, 4.70519], [1.44254, 1.83864, 5.22610], [0.56782, 1.36416, 4.11357], [-0.70397, 1.76204, 3.82022], [-1.55761, 2.75395, 4.54328], [-2.50637, 2.09749, 5.54994], [-1.08169, 1.07043, 2.61090], [-2.32460, 1.13364, 2.00504], [-2.71478, 0.45818, 0.85351], [-4.03274, 0.48823, 0.27552], [-5.19883, 1.23364, 0.83302], [-5.84592, 0.45898, 1.98596], [-3.99349, -0.30801, -0.83544], [-2.65147, -0.81898, -0.92068], [-2.18509, -1.65317, -1.92490], [-0.89955, -2.12185, -2.11153], [0.13743, -1.92403, -1.26590], [1.22021, -2.54269, -1.78903], [2.46048, -2.61418, -1.17498], [2.80909, -2.05315, 0.04861], [2.00155, -1.28987, 0.82473], [2.69275, -0.94696, 1.93933], [2.21428, -0.14798, 2.96850], [0.97408, 0.45847, 3.06777], [-0.04350, 0.30675, 2.18725], [4.01223, -1.51668, 1.87647], [4.08525, -2.20767, 0.69856], [5.22668, -3.00126, 0.14764], [5.03843, -4.49533, 0.41746], [5.06656, -1.36503, 2.92649], [4.83957, -2.34325, 4.07868], [0.86296, -3.15151, -3.05129], [-0.46439, -2.89717, -3.24537], [-1.32383, -3.28529, -4.40495], [-2.24797, -4.46727, -4.09998], [1.80477, -3.88400, -3.95210], [1.84453, -5.38526, -3.65656], [-1.91625, -0.33430, 0.10369], [-5.10409, -0.57451, -1.79868], [-6.02725, -1.70533, -1.33786], [3.09292, 3.22189, 5.50244], [1.89300, 3.73296, 4.30407], [3.03790, 2.46112, 3.90451], [0.83337, 2.28573, 6.01572], [1.98422, 0.99525, 5.66324], [-2.14226, 3.30991, 3.80610], [-0.92056, 3.47022, 5.06841], [-3.13159, 1.35874, 5.05368], [-3.15407, 2.84612, 6.00661], [-1.94127, 1.59866, 6.33569], [-3.06917, 1.76353, 2.47331], [-5.93836, 1.39520, 0.04305], [-4.86447, 2.21129, 1.19228], [-6.22381, -0.49988, 1.63506], [-6.67266, 1.02304, 2.41826], [-5.10721, 0.25417, 2.75876], [-2.90615, -1.93231, -2.67684], [3.22631, -3.18295, -1.68487], [2.90131, 0.05175, 3.77809], [6.16675, -2.66576, 0.59320], [5.29267, -2.83324, -0.93028], [5.03845, -4.68248, 1.48845], [5.83297, -5.08498, -0.03737], [4.08553, -4.82405, 0.01144], [5.06144, -0.34060, 3.30885], [6.05105, -1.54497, 2.48604], [3.87396, -2.15860, 4.54138], [5.61921, -2.24553, 4.83168], [4.84605, -3.36211, 3.70048], [-0.68514, -3.54851, -5.25192], [-1.92959, -2.42388, -4.70456], [-1.66860, -5.33647, -3.79636], [-2.82702, -4.72790, -4.98561], [-2.93940, -4.22540, -3.29813], [2.81151, -3.47254, -3.83772], [1.50552, -3.73025, -4.99338], [2.11240, -5.55628, -2.61634], [2.57701, -5.87517, -4.29742], [0.87231, -5.84025, -3.83405], [-4.69338, -0.81373, -2.78139], [-5.70294, 0.33351, -1.90913], [-5.46776, -2.62775, -1.19461], [-6.81623, -1.88572, -2.06969], [-6.48819, -1.43518, -0.39014], [-1.77649, 0.52065, -3.20360], [-2.53299, 0.62609, -4.06438], [-3.47350, 0.85833, -5.07688], [-3.99254, -0.16307, -5.88062], [-4.92987, 0.14373, -6.84605], [-5.34906, 1.45507, -7.02576], [-4.81611, 2.47146, -6.24115], [-3.89062, 2.18295, -5.26469], [-3.64924, -1.17901, -5.74253], [-5.32681, -0.63458, -7.48075], [-6.07852, 1.69272, -7.78536], [-5.10962, 3.49645, -6.41101], [-3.47865, 2.95634, -4.63087], [1.32638, 1.80677, -0.45672], [0.32571, 2.65035, -1.92271], [-1.37128, 3.51572, -1.26773], [-1.13393, 4.52159, -0.33498], [-2.16412, 5.24019, 0.23739], [-3.47188, 4.96716, -0.12869], [-3.72610, 3.96033, -1.04383], [-2.68434, 3.22663, -1.59371], [0.56694, 1.62817, -3.62563], [0.12663, 2.06463, -4.86530], [0.46702, 1.38222, -6.01793], [1.28182, 0.26478, -5.95494], [1.75885, -0.15828, -4.72632], [1.40671, 0.52784, -3.58134], [1.21853, 4.32023, -2.59107], [0.48871, 5.45375, -2.92648], [1.09496, 6.55874, -3.49642], [2.45603, 6.54904, -3.74441], [3.19259, 5.41405, -3.44876], [2.57419, 4.31192, -2.88634], [-0.11087, 4.72832, -0.05485], [-1.95532, 6.01288, 0.96533], [-4.28838, 5.53461, 0.29770], [-4.74823, 3.73245, -1.32094], [-2.90568, 2.41167, -2.26662], [-0.50038, 2.94449, -4.93535], [0.10767, 1.73459, -6.97640], [1.56575, -0.25690, -6.85829], [2.41493, -1.01369, -4.65559], [1.81083, 0.20811, -2.62971], [-0.57664, 5.47372, -2.73346], [0.50310, 7.42931, -3.75076], [2.93603, 7.41791, -4.17691], [4.25277, 5.39198, -3.66316], [3.14479, 3.41895, -2.66637]], "forces_ev_per_a": [[0.419, 0.999, -0.363], [-0.014, -0.056, 0.201], [0.037, 0.099, -0.154], [-0.404, 0.207, 0.230], [0.382, 0.146, 0.170], [-0.048, -0.178, 0.061], [0.052, 0.174, -0.091], [-0.269, -0.041, -0.009], [0.161, 0.070, 0.081], [-0.138, 0.043, -0.089], [-0.139, 0.010, -0.250], [0.049, -0.177, 0.121], [-0.026, 0.130, -0.094], [-0.119, 0.240, 0.151], [-0.214, -0.291, 0.008], [-0.015, -0.358, 0.283], [-0.305, -0.187, -0.035], [0.067, 0.619, 0.844], [-0.147, -0.086, -0.123], [0.205, 0.058, 0.162], [-0.089, -0.093, -0.243], [-0.831, 0.238, 0.052], [-0.134, 0.073, 0.007], [0.108, 0.021, 0.069], [-0.146, -0.146, -0.031], [0.166, -0.572, -0.520], [0.377, -0.130, -0.302], [0.327, 0.238, 0.263], [-0.135, -0.057, 0.091], [0.131, 0.110, -0.089], [-0.128, -0.114, -0.046], [0.147, 0.129, -0.063], [-0.123, 0.016, -0.233], [0.290, -0.077, -0.130], [0.037, -0.091, 0.135], [0.060, 0.118, -0.172], [-0.118, -0.107, 0.096], [0.099, 0.146, -0.125], [1.030, -0.205, 0.177], [-0.065, -0.099, 0.154], [0.034, 0.108, -0.140], [0.101, 0.083, 0.054], [0.012, 0.107, -0.078], [0.074, 0.028, -0.115], [0.004, -0.109, 0.032], [-0.036, 0.015, 0.067], [0.060, 0.108, 0.058], [-0.027, 0.048, -0.087], [-0.065, -0.114, -0.002], [-0.057, 0.000, 0.082], [-0.001, -0.080, 0.054], [-0.005, 0.057, 0.008], [0.039, 0.120, 0.043], [-0.106, 0.022, -0.112], [-0.042, -0.061, 0.016], [-0.047, -0.012, 0.090], [0.004, 0.007, 0.112], [-0.075, -0.015, -0.126], [0.047, 0.010, -0.035], [0.099, 0.024, 0.055], [-0.024, 0.038, -0.080], [0.105, 0.036, 0.024], [-0.046, -0.084, 0.115], [0.076, -0.079, -0.030], [-0.111, -0.120, 0.002], [0.068, -0.016, -0.049], [-0.033, 0.077, 0.016], [-0.109, -0.040, 0.098], [0.051, -0.023, 0.137], [-0.025, -0.162, 0.025], [-0.027, 0.103, -0.031], [0.089, 0.003, -0.078], [0.029, -0.091, 0.044], [-0.082, -0.089, -0.042], [-0.078, -0.001, 0.145], [-0.047, 0.030, -0.094], [0.083, 0.057, 0.031], [0.034, -0.077, 0.099], [0.050, -0.132, 0.003], [-0.099, -0.044, 0.007], [-0.030, 0.062, -0.053], [0.043, 0.044, -0.120], [0.041, -0.081, 0.034], [-0.050, -0.037, 0.004], [-0.071, -0.075, 0.070], [-0.429, 0.182, -0.421], [0.872, -0.343, 0.928], [-0.931, 0.414, -1.024], [0.269, 0.191, 0.335], [-0.138, 0.115, -0.169], [0.152, 0.060, 0.090], [-0.223, 0.011, -0.290], [0.184, -0.347, 0.167], [0.008, -0.032, 0.016], [-0.043, -0.099, -0.002], [-0.056, -0.006, -0.083], [-0.102, 0.078, 0.034], [0.043, 0.049, -0.012], [-0.914, -0.451, -0.521], [1.042, -0.363, 1.101], [0.361, -0.492, -0.575], [0.178, -0.052, 0.120], [-0.001, 0.039, 0.097], [-0.236, 0.030, -0.037], [-0.274, -0.055, 0.071], [-0.144, 0.034, -0.066], [-0.026, 0.552, 0.203], [0.033, 0.055, -0.084], [-0.157, 0.164, -0.296], [0.124, -0.208, -0.093], [-0.015, -0.036, -0.255], [0.086, -0.142, 0.239], [-0.338, -0.349, 0.146], [-0.147, -0.037, 0.040], [-0.030, 0.242, -0.079], [0.040, 0.148, -0.116], [0.199, 0.047, -0.031], [0.135, -0.130, 0.103], [0.134, 0.078, 0.087], [0.045, 0.061, 0.042], [-0.073, 0.031, 0.036], [-0.089, -0.025, -0.011], [-0.068, 0.007, -0.046], [-0.071, 0.149, -0.032], [-0.031, 0.017, -0.102], [-0.005, -0.055, -0.118], [0.088, -0.131, -0.028], [-0.026, 0.053, 0.187], [-0.048, 0.069, -0.013], [-0.022, 0.070, 0.004], [0.035, 0.020, -0.036], [0.097, -0.014, 0.000], [0.124, -0.065, 0.048]], "total_charge": -1, "homo_energy_ev": [-2.33, -2.30], "gap_ev": [3.91, 3.88]}


Values of E, in order: -9910.844 -9964.980 -135129.839, all in eV.